Computed, not measured: 4 unconnected molecules or ions with the total composition C17H41N3O17P3, with wB97M-V/def2-TZVPD.

```
81
Properties=species:S:1:pos:R:3:lowdin_charge:R:1
C -5.390 3.756 -1.742 -0.10
C -6.524 3.015 -0.842 -0.22
N -6.703 1.610 -1.296 -0.13
C -7.257 1.506 -2.681 -0.14
C -6.100 0.815 -3.600 -0.18
N -4.845 0.540 -2.840 -0.05
C -3.834 -0.136 -3.728 -0.23
O -2.485 0.071 -3.154 -0.11
N -2.580 0.762 -1.962 -0.05
O -2.443 0.004 -1.043 0.04
C -4.052 -1.739 -3.749 -0.53
O -4.028 -2.371 -4.870 -0.11
O -4.225 -2.493 -2.598 -0.20
C -7.436 0.787 -0.333 -0.40
C -7.203 -0.814 -0.394 -0.01
O -8.206 1.209 0.569 0.01
H -4.438 3.117 -1.837 0.07
H -5.800 4.061 -2.777 0.07
H -5.063 4.734 -1.234 0.07
H -7.461 3.666 -0.898 0.12
H -6.123 3.026 0.234 0.12
H -8.171 0.825 -2.674 0.12
H -7.565 2.497 -3.150 0.12
H -6.441 -0.198 -4.037 0.13
H -5.931 1.540 -4.484 0.12
H -5.021 -0.185 -2.110 0.09
H -3.903 0.247 -4.813 0.15
H -7.460 -1.267 -1.407 0.08
H -7.792 -1.326 0.456 0.09
H -6.096 -0.973 -0.134 0.09
C -0.964 0.535 2.171 -0.14
O -1.679 1.214 3.188 -0.26
P -1.814 2.918 2.929 0.73
O -1.668 3.165 4.428 -0.29
O -3.391 2.756 2.525 -0.28
C -4.283 2.185 3.469 -0.11
O -1.909 4.602 2.610 -0.25
C -0.718 5.333 2.879 -0.15
H -0.943 -0.532 2.402 0.09
H -1.455 0.683 1.205 0.06
H 0.063 0.908 2.127 0.07
H -3.935 2.305 4.496 0.08
H -4.408 1.123 3.248 0.09
H -5.251 2.680 3.369 0.09
H 0.164 4.755 2.598 0.08
H -0.674 5.589 3.939 0.08
H -0.739 6.254 2.293 0.08
C 5.708 -0.750 0.819 -0.14
O 4.540 0.051 0.650 -0.26
P 4.665 1.623 1.346 0.71
O 3.202 1.601 1.773 -0.28
O 4.829 2.284 -0.141 -0.28
C 3.780 2.115 -1.083 -0.11
O 4.936 3.170 2.034 -0.25
C 4.842 3.223 3.455 -0.14
H 5.546 -1.715 0.336 0.08
H 6.573 -0.261 0.360 0.08
H 5.896 -0.914 1.883 0.08
H 2.815 1.941 -0.606 0.08
H 4.019 1.275 -1.739 0.09
H 3.711 3.021 -1.686 0.09
H 5.265 2.324 3.905 0.08
H 3.797 3.333 3.750 0.08
H 5.401 4.093 3.806 0.08
C 5.909 -7.847 0.277 -0.15
O 5.933 -6.435 0.084 -0.26
P 7.512 -5.792 -0.170 0.71
O 7.177 -4.531 0.620 -0.28
O 7.195 -5.586 -1.761 -0.28
C 6.124 -4.733 -2.140 -0.11
O 9.129 -5.293 -0.452 -0.25
C 9.947 -5.214 0.711 -0.15
H 4.874 -8.166 0.412 0.09
H 6.329 -8.357 -0.595 0.08
H 6.480 -8.110 1.172 0.08
H 5.901 -3.983 -1.381 0.07
H 5.235 -5.336 -2.329 0.09
H 6.404 -4.221 -3.063 0.09
H 9.721 -6.029 1.400 0.08
H 9.793 -4.253 1.204 0.08
H 10.992 -5.289 0.403 0.08
```

Multiplicity: 1
Max |F| (eV Å⁻¹): 9.788
Frontier orbital gap (eV): 2.86
Calculated total energy (hartree): -3139.38781
Total charge: -1